1.
The following is a DFT calculation (the ωB97M-V functional and the def2-TZVPD basis) of a molecular structure, C36H29GeN3O3Tc.

Geometry as XYZ:
```
73
Properties=species:S:1:pos:R:3
Tc 0.44147 1.51936 0.54798
Ge -0.12680 -1.55621 -0.69964
O 2.27164 1.18681 1.12503
O 2.18537 1.99979 -3.67005
O -0.78403 0.80197 1.80974
N 1.11404 3.30775 -0.21893
N -1.31162 2.39514 -0.28752
N 1.03026 0.66099 -2.10673
C 4.36392 1.53109 2.10895
C -0.38631 -2.72871 2.00638
C -4.86587 0.30055 2.21607
C 0.44474 -2.15047 1.04976
C -3.96501 -0.29639 3.09985
C -2.60147 -0.12253 2.96417
C 5.42487 2.36228 2.37343
C -3.01033 -2.16728 -0.47058
C 2.17669 -4.45496 -2.68520
C 1.56997 -3.67013 -1.71330
C -2.03199 -1.37141 -1.06691
C 5.45156 3.68923 1.91446
C 1.80180 -2.00717 1.34601
C -2.10985 0.64918 1.91217
C 0.50608 0.35414 -0.88415
C -2.53915 2.13366 -0.02285
C 0.75791 -2.59635 -2.07360
C -3.77407 -0.31362 -2.38423
C -1.00872 3.28126 -1.40700
C -2.43766 -0.45062 -2.03535
C -4.73419 -1.09903 -1.76359
C 1.47251 -2.99833 3.50740
C 0.12363 -3.15227 3.22614
C 0.17895 4.13303 -1.01547
C -4.34954 -2.02731 -0.80878
C 2.31271 -2.42291 2.56592
C 0.55703 -2.33235 -3.42913
C 3.27320 3.34419 0.91830
C 3.26164 2.01482 1.38779
C -3.00115 1.26797 1.02698
C 2.22755 3.88420 0.12098
C 1.62768 1.36907 -2.86794
C 1.97936 -4.17258 -4.02721
C -4.38084 1.08438 1.19441
C 1.16579 -3.11084 -4.40016
C 4.39271 4.16424 1.19068
H -1.44367 -2.84597 1.82003
H -4.34025 -0.90038 3.91606
H 6.26124 1.98223 2.94575
H 1.00060 -2.89551 -5.44748
H 1.86883 -3.33047 4.45792
H -0.14495 4.97168 -0.39543
H 3.36725 -2.30581 2.77957
H 4.39666 5.18088 0.81739
H -5.92938 0.15843 2.34127
H -4.06420 0.39478 -3.15035
H -5.06019 1.56755 0.50311
H 4.34303 0.50721 2.45398
H -3.30850 2.61246 -0.62881
H -5.77698 -1.00081 -2.03630
H -1.70591 0.16758 -2.54500
H 6.30143 4.32129 2.12575
H 2.45313 -4.78277 -4.78466
H 1.73620 -3.90220 -0.66778
H 0.68727 4.52743 -1.89645
H -0.09580 -1.52500 -3.74158
H 2.39557 4.89060 -0.26238
H -0.78105 2.66671 -2.28039
H -1.89831 -0.56929 3.65110
H 2.47369 -1.55890 0.62126
H -5.09134 -2.65600 -0.33419
H -0.53439 -3.60517 3.95691
H 2.80178 -5.28781 -2.39165
H -1.86713 3.90815 -1.65361
H -2.73911 -2.92452 0.25172
```

- Maximum force: 0.50 eV Å⁻¹
- Spin multiplicity: 1
- Highest occupied orbital energy (alpha / beta): -10.8 / -10.8 eV
- Energy relative to the best compared isomer or geometry (same formula, charge and spin): 0.0 kcal/mol
- Total charge: +1
- Gap between HOMO and LUMO (alpha / beta): 7.144 / 7.145 eV
- Lowest unoccupied orbital energy (alpha / beta): -3.685 / -3.681 eV

2.
The following is a DFT calculation (the ωB97M-V functional and the def2-TZVPD basis) of a molecular structure, C36H29N13O4S3W.

Geometry as XYZ:
```
86
Properties=species:S:1:pos:R:3
W 0.21419 0.54309 0.67193
S 2.01481 -0.84881 -2.23099
S -4.51750 1.62132 0.94215
S -0.75096 -4.05316 0.01586
O 2.53957 -1.73994 -1.24483
O 2.90401 -0.02868 -3.00159
O -0.45008 -0.12432 2.54540
O 1.78279 -0.66620 1.33580
N 0.63757 1.79014 -3.16751
N 2.47970 -4.17179 0.97061
N 1.88982 1.96307 0.42975
N -0.67295 -1.48504 0.25641
N 0.01175 2.17264 1.99970
N -1.84788 0.89332 0.66644
N -0.25326 1.86642 -0.98337
N 0.94258 0.12773 -1.40360
N -1.69515 -3.68233 -5.76804
N 6.03762 -2.00955 2.66937
N 3.60210 0.28025 2.30695
N -0.86899 2.04561 3.03558
N 0.12595 -2.74559 2.13161
C -1.41203 -3.09339 -1.25425
C -2.44489 -1.17161 -3.02622
C -0.49888 -3.68916 -3.59216
C 3.65707 -2.01647 1.70660
C 0.96785 -1.73616 -3.31422
C 2.57621 4.26746 0.61249
C 0.46692 1.27292 -1.95821
C 4.97117 -2.07698 2.23287
C -1.28676 -2.85542 -4.64735
C -1.73688 -3.61054 -2.61175
C -1.07927 0.77118 3.23751
C -1.91243 -0.79669 -1.86389
C 3.89263 2.72039 -0.63518
C -3.81727 0.90794 5.80165
C -2.27163 -0.99392 4.49425
C 3.01049 -3.19122 1.26964
C 0.33013 4.54569 2.64448
C -0.36382 -2.61229 0.88892
C -0.57347 -1.64288 -5.16951
C 0.04526 2.96112 -3.36393
C -3.22864 -1.39334 5.41410
C 2.99287 -0.78550 1.74442
C -0.82922 3.04311 -1.17061
C -2.08164 0.36063 4.23592
C -2.86085 1.31334 4.88775
C -2.40193 -2.56608 -3.55620
C 0.61532 3.32215 1.84256
C 0.65764 -2.98354 -2.97316
C -1.32650 -1.78242 -0.95512
C -2.97089 1.20450 0.79251
C -3.99875 -0.44340 6.06846
C -0.69945 3.64739 -2.40579
C 2.99739 1.73308 -0.30972
C 0.44394 -1.08876 -4.52148
C 3.66769 4.02084 -0.18401
C 1.70342 3.21812 0.92045
H -2.92716 -0.42096 -3.64213
H -3.37772 -2.44641 5.61334
H 0.42544 -1.89530 2.58354
H -0.92680 -1.21077 -6.10031
H 0.72019 -3.55066 2.27253
H -1.98213 0.22968 -1.54841
H 1.14997 -3.44700 -2.12508
H -1.16934 4.59325 -2.62488
H -3.38646 -2.86495 -3.92390
H 2.37972 5.25203 1.01204
H -4.74949 -0.75644 6.78284
H -2.26302 -4.46550 -5.46347
H 4.35308 4.81828 -0.43825
H 1.19679 4.83058 3.24516
H 0.09467 5.38534 1.98646
H 4.75243 2.46345 -1.23644
H -2.27840 -4.55572 -2.56730
H -1.40809 3.44920 -0.35097
H 3.17473 0.72184 -0.62689
H -2.72139 2.36046 4.66003
H 4.54009 0.21013 2.66367
H 0.94296 -0.20071 -4.88184
H -1.68389 -1.72854 3.96068
H 0.16416 3.38919 -4.35368
H -0.25711 -4.70309 -3.91592
H 3.09984 1.14380 2.37868
H -0.51061 4.37238 3.30816
H -4.43012 1.64631 6.30162
H -2.24882 -3.14816 -6.42872
```

- Maximum force: 0.73 eV Å⁻¹
- Spin multiplicity: 1
- Highest occupied orbital energy (alpha / beta): -7.5 / -7.5 eV
- Energy relative to the best compared isomer or geometry (same formula, charge and spin): 71.0 kcal/mol
- Gap between HOMO and LUMO (alpha / beta): 6.372 / 6.370 eV
- Lowest unoccupied orbital energy (alpha / beta): -1.111 / -1.111 eV

3.
The following is a DFT calculation (the ωB97M-V functional and the def2-TZVPD basis) of 2 unconnected molecules or ions with the total composition C36H29N2O5S2.

Geometry as XYZ:
```
74
Properties=species:S:1:pos:R:3
S -3.42274 1.53862 0.66860
S -1.09895 1.78334 2.69324
O -3.29469 1.63463 -0.76260
O -1.88276 1.48327 3.87410
O 0.33198 1.57444 2.67912
O 2.96936 -2.97032 2.99759
O -3.81668 2.68541 1.46121
N -2.60821 -0.15809 -3.75881
N 0.75988 -0.69402 -3.08238
C -1.10522 5.34929 0.82195
C -1.34950 3.52706 2.35936
C -0.06516 0.20854 -3.48695
C -5.24699 0.26549 2.32596
C 2.56445 -2.17340 -3.46416
C -1.29566 -0.16319 0.72487
C -1.96578 4.34753 3.30180
C -1.76890 6.17908 1.72971
C 3.19865 -4.79077 -4.32746
C 1.73502 -2.30581 1.09243
C -6.53303 -1.66893 1.63876
C 0.68613 -1.62287 0.53287
C -4.64835 0.29199 1.06363
C 3.82857 -2.46397 -4.03531
C -0.88102 4.01171 1.14143
C 1.63341 -3.21953 -3.35124
C 4.14698 -3.76512 -4.45180
C -6.19880 -0.71740 2.60724
C -0.23744 -1.20599 2.73560
C 1.82879 -2.42804 2.50658
C 0.77459 -1.94314 3.31859
C -5.93602 -1.62185 0.37550
C -0.28203 -0.98594 1.33798
C 2.52821 1.62115 -2.76060
C -2.17623 5.68722 2.97193
C -4.99233 -0.63723 0.08247
C 2.97618 0.28273 -2.81379
C 2.08512 -0.82451 -3.12521
C 3.16901 -3.06278 4.42910
C 3.40315 2.66342 -2.44153
C 4.30164 0.02211 -2.39483
C -1.86776 0.92494 1.30941
C 5.18037 1.05974 -2.06921
C 1.95300 -4.51900 -3.74622
C 4.73648 2.38678 -2.12384
C -1.45320 -0.03944 -3.57458
H 1.21966 -5.31076 -3.60478
H 6.20530 0.81827 -1.77914
H 3.03655 3.69149 -2.44170
H -1.63446 -0.42820 -0.27913
H -6.20155 -2.34434 -0.39472
H 0.75913 -2.09448 4.40243
H -6.68099 -0.73238 3.58473
H 4.65349 -1.00195 -2.31549
H 0.28398 1.11385 -4.01375
H 4.14191 -3.54856 4.51154
H -7.26613 -2.44418 1.86509
H 0.63690 -2.98055 -2.98793
H 2.52963 -2.73035 0.48088
H -1.05847 -0.86470 3.36336
H 5.42798 3.20175 -1.88647
H 2.39484 -3.68306 4.90349
H 4.56542 -1.67270 -4.17775
H -0.36426 3.33094 0.46488
H -2.29435 3.92370 4.25139
H -4.96637 1.00516 3.07260
H -4.52035 -0.58330 -0.89543
H 3.43542 -5.79378 -4.69005
H 3.19675 -2.06847 4.89950
H 5.13585 -3.96946 -4.87605
H -2.67514 6.32908 3.69641
H 1.49452 1.87733 -2.93383
H -0.75097 5.71632 -0.14001
H 0.59683 -1.51822 -0.55068
H -1.96466 7.21439 1.46010
```

- Maximum force: 2.48 eV Å⁻¹
- Spin multiplicity: 1
- Highest occupied orbital energy: -2.8 eV
- Total charge: -1
- Gap between HOMO and LUMO: 4.454 eV
- Lowest unoccupied orbital energy: 1.680 eV